The following is a quantum chemistry calculation of C28H58AlNO27 as an isolated structure at a distorted geometry, from the Open Molecules 2025 dataset.

Structure (XYZ):
```
115
Properties=species:S:1:pos:R:3
Al 1.016 -3.326 1.147
C 0.138 0.881 -0.776
C -0.863 -0.179 -0.858
C -1.478 -0.240 -2.311
O -0.376 -1.443 -0.517
H 0.399 1.242 0.219
H -0.044 1.876 -1.184
H 1.119 0.553 -1.119
H -1.766 0.009 -0.277
H -2.034 -1.161 -2.487
H -0.731 -0.325 -3.101
H -2.094 0.633 -2.528
C 1.251 1.534 3.703
O 2.151 1.751 2.609
C 2.483 0.799 1.649
O 1.870 -0.248 1.546
O 3.601 1.161 0.899
C 4.086 0.273 -0.058
H 0.266 1.678 3.259
H 1.232 2.345 4.431
H 1.167 0.550 4.164
H 3.321 -0.452 -0.336
H 5.023 -0.115 0.341
H 4.464 0.890 -0.873
C -0.073 3.967 1.484
O -0.831 4.879 2.207
C -0.944 4.727 3.508
O -0.769 3.700 4.226
O -1.450 5.898 3.980
C -1.921 5.927 5.359
H 0.950 4.287 1.683
H -0.239 4.084 0.413
H -0.314 2.982 1.882
H -1.132 6.149 6.078
H -2.573 5.142 5.743
H -2.459 6.869 5.473
C -3.535 -6.152 2.372
O -4.168 -5.131 1.535
C -3.502 -3.949 1.264
O -2.319 -3.716 1.446
O -4.380 -3.153 0.603
C -4.007 -1.853 0.145
H -2.743 -6.685 1.846
H -4.268 -6.800 2.855
H -3.226 -5.600 3.260
H -4.791 -1.524 -0.536
H -3.022 -1.871 -0.321
H -4.029 -1.075 0.908
C -2.475 -0.315 2.867
O -1.999 -0.547 4.212
C -0.807 -1.198 4.226
O -0.236 -1.624 3.184
O -0.305 -1.108 5.387
C -0.896 -0.410 6.524
H -3.511 -0.003 2.995
H -2.452 -1.236 2.284
H -1.960 0.486 2.337
H -0.151 -0.516 7.311
H -1.779 -0.839 6.997
H -1.111 0.642 6.332
C 6.317 4.686 1.708
O 5.004 4.544 1.336
C 4.632 4.425 0.035
O 5.353 4.773 -0.916
O 3.430 4.010 -0.098
C 2.823 3.743 -1.318
H 6.837 5.626 1.890
H 6.984 4.100 1.076
H 6.367 4.225 2.695
H 3.055 4.613 -1.933
H 1.780 3.614 -1.029
H 3.360 2.860 -1.665
C 4.977 -3.361 -2.237
O 4.194 -3.437 -3.389
C 2.814 -3.372 -3.061
O 2.291 -3.439 -1.894
O 2.208 -3.236 -4.247
C 0.837 -3.029 -4.318
H 5.994 -3.392 -2.629
H 4.792 -4.209 -1.578
H 4.858 -2.421 -1.697
H 0.601 -2.038 -3.932
H 0.263 -3.807 -3.814
H 0.489 -3.044 -5.351
C -2.271 -3.823 -2.357
O -2.004 -5.191 -2.692
C -0.951 -5.843 -2.127
O -0.132 -5.274 -1.332
O -0.936 -6.984 -2.749
C 0.178 -7.816 -2.671
H -1.445 -3.316 -1.858
H -3.155 -3.911 -1.725
H -2.433 -3.170 -3.214
H -0.002 -8.782 -3.142
H 0.502 -7.920 -1.635
H 0.957 -7.430 -3.329
C 2.129 1.403 -3.683
O 1.171 2.321 -3.361
C -0.011 2.469 -4.069
O -0.218 1.984 -5.229
O -0.833 3.213 -3.264
C -2.029 3.596 -3.842
H 1.687 0.682 -4.370
H 2.208 0.773 -2.796
H 3.081 1.733 -4.099
H -1.918 4.081 -4.812
H -2.681 4.229 -3.240
H -2.649 2.700 -3.814
C -4.562 1.854 -1.650
N -3.584 2.358 -0.517
O -3.593 1.686 0.507
O -3.008 3.461 -0.661
H -5.155 2.759 -1.779
H -5.307 1.190 -1.211
H -4.074 1.410 -2.517
```

The energy above the lowest of the compared OMol25 structures with the same formula, charge and spin comes out at 0.000 eV. As for the LUMO energy: -11.92 eV. The total energy comes out at -3429.3369 a.u. For the highest occupied orbital energy, the calculation gives -13.86 eV. As for the charge: +2. The value obtained for the HOMO-LUMO gap is 1.94 eV.

Mulliken atomic charge list, values in e, 99 entries: 1.07, 0.81, 1.49, -0.15, 0.59, -0.86, 0.13, -0.18, -0.73, -0.09, 0.00, -0.42, -0.37, -0.19, 0.52, -0.38, -0.26, -0.84, -0.12, 0.37, 0.33, 0.23, 0.40, 0.40, 0.32, -0.39, 0.65, -0.56, -0.36, -0.72, 0.35, 0.14, -0.43, 0.32, 0.30, 0.30, -0.64, -0.36, 0.62, -0.38, -0.38, -0.34, 0.25, 0.27, 0.30, 0.29, 0.03, 0.42, -0.09, -0.43, 0.50, -0.33, -0.35, -0.65, 0.33, 0.00, 0.05, 0.29, 0.33, 0.28, -0.77, -0.28, 0.60, -0.60, 0.01, -0.37, 0.32, 0.33, 0.29, 0.46, -0.14, 0.15, -0.43, -0.30, 0.58, -0.36, -0.30, 0.31, 0.27, 0.27, 0.06, -0.24, -0.12, 0.36, -0.53, -0.38, 0.67, -0.46, -0.34, -0.62, 0.09, 0.42, 0.38, 0.25, 0.30, 0.28, -0.68, -0.07, 0.57